Molecular formula: C4H8O
Method: DFT, the ωB97M-V functional and the def2-TZVPD basis

energy relative to the best compared isomer or geometry (same formula, charge and spin)	4.3068	eV
molecular weight	72.11	g mol⁻¹
calculated total energy	-232.287363	Ha
maximum force	4.428	eV/Å
LUMO energy (spin up / spin down)	1.24 / 1.25	eV

Positions of all 13 atoms, in Å:
1 C 0.90 0.26 0.99
2 C -0.90 -1.00 -0.06
3 C 1.78 1.42 0.61
4 C -1.81 -0.89 -1.20
5 O -0.01 -0.04 0.16
6 H 1.26 -0.36 1.82
7 H -0.80 -1.87 0.65
8 H 1.54 1.47 -0.46
9 H 2.87 1.28 0.69
10 H 1.45 2.25 1.14
11 H -1.62 -1.30 -2.10
12 H -2.01 0.26 -1.36
13 H -2.64 -1.46 -0.88

=====

Molecular formula: C4H8O
Method: DFT, the ωB97M-V functional and the def2-TZVPD basis

energy relative to the best compared isomer or geometry (same formula, charge and spin)	4.2405	eV
molecular weight	72.11	g mol⁻¹
calculated total energy	-232.289798	Ha
maximum force	2.872	eV/Å
LUMO energy	0.70	eV

Positions of all 13 atoms, in Å:
1 O 1.80 -1.03 0.48
2 C 1.44 0.35 0.45
3 C 0.29 0.78 -0.41
4 C -1.53 0.59 0.06
5 C -1.33 -0.76 -0.22
6 H 1.49 -1.42 -0.35
7 H 2.21 0.97 -0.09
8 H 1.46 0.69 1.49
9 H 0.53 0.42 -1.42
10 H -1.60 0.90 1.10
11 H -2.15 1.19 -0.62
12 H -1.06 -1.47 0.55
13 H -1.63 -1.17 -1.19

=====

Molecular formula: C4H8O
Method: DFT, the ωB97M-V functional and the def2-TZVPD basis

energy relative to the best compared isomer or geometry (same formula, charge and spin)	3.4851	eV
molecular weight	72.11	g mol⁻¹
calculated total energy	-232.317560	Ha
maximum force	2.811	eV/Å
LUMO energy	1.00	eV

Positions of all 13 atoms, in Å:
1 C 0.63 -0.61 -1.06
2 C -0.56 -0.02 -0.21
3 O -1.44 -0.98 0.35
4 C -0.62 1.23 0.63
5 C 0.60 0.48 0.83
6 H 0.98 0.10 -1.80
7 H 0.22 -1.50 -1.52
8 H 1.55 -0.99 -0.54
9 H -1.67 -1.64 -0.32
10 H -0.58 2.22 0.19
11 H -1.30 1.12 1.47
12 H 1.52 0.90 0.42
13 H 0.73 -0.29 1.57

=====

Molecular formula: C4H8O
Method: DFT, the ωB97M-V functional and the def2-TZVPD basis

energy relative to the best compared isomer or geometry (same formula, charge and spin)	0.2790	eV
molecular weight	72.11	g mol⁻¹
calculated total energy	-232.435381	Ha
maximum force	0.647	eV/Å
LUMO energy	1.05	eV

Positions of all 13 atoms, in Å:
1 C -1.77 0.07 0.30
2 C -0.48 -0.15 -0.47
3 C 0.75 0.07 0.40
4 C 2.06 -0.04 -0.35
5 O 2.18 0.06 -1.55
6 H -1.82 1.09 0.71
7 H -1.86 -0.62 1.15
8 H -2.65 -0.08 -0.33
9 H -0.46 -1.17 -0.88
10 H -0.43 0.52 -1.34
11 H 0.73 1.08 0.83
12 H 0.78 -0.61 1.26
13 H 2.96 -0.22 0.28

=====

Molecular formula: C4H8O
Method: DFT, the ωB97M-V functional and the def2-TZVPD basis

energy relative to the best compared isomer or geometry (same formula, charge and spin)	4.4907	eV
molecular weight	72.11	g mol⁻¹
calculated total energy	-232.280605	Ha
maximum force	0.289	eV/Å
LUMO energy (spin up / spin down)	-0.17 / -0.17	eV

Positions of all 13 atoms, in Å:
1 C 0.38 -0.01 1.88
2 C 0.18 -0.04 -0.49
3 C -0.08 0.88 -1.66
4 C -0.62 -1.13 -0.13
5 O -0.57 -1.63 1.02
6 H 1.14 0.73 1.66
7 H -0.60 0.39 2.11
8 H 0.72 -0.79 2.56
9 H 1.23 -0.20 -0.22
10 H 0.58 0.70 -2.52
11 H 0.06 1.92 -1.36
12 H -1.11 0.78 -2.01
13 H -1.31 -1.60 -0.84

=====

Molecular formula: C4H8O
Method: DFT, the ωB97M-V functional and the def2-TZVPD basis

energy relative to the best compared isomer or geometry (same formula, charge and spin)	0.4209	eV
molecular weight	72.11	g mol⁻¹
calculated total energy	-232.430165	Ha
maximum force	2.425	eV/Å
LUMO energy	0.92	eV

Positions of all 13 atoms, in Å:
1 C -1.45 -0.15 -0.26
2 C -0.30 -1.01 0.21
3 C 1.11 -0.41 -0.05
4 C 1.10 1.09 0.02
5 O 2.10 -1.06 -0.25
6 H -1.29 0.87 0.14
7 H -2.43 -0.49 0.10
8 H -1.60 -0.16 -1.40
9 H -0.26 -2.04 -0.04
10 H -0.25 -1.04 1.31
11 H 2.13 1.50 0.25
12 H 0.77 1.56 -0.87
13 H 0.38 1.31 0.84

=====

Molecular formula: C4H8O
Method: DFT, the ωB97M-V functional and the def2-TZVPD basis

energy relative to the best compared isomer or geometry (same formula, charge and spin)	4.0774	eV
molecular weight	72.11	g mol⁻¹
calculated total energy	-232.295794	Ha
maximum force	3.953	eV/Å
LUMO energy	0.75	eV

Positions of all 13 atoms, in Å:
1 C -2.07 0.89 0.49
2 C -1.16 1.87 0.36
3 O 0.22 1.79 0.79
4 H -1.93 -0.20 0.33
5 H -2.93 1.10 1.06
6 H -1.38 2.85 0.00
7 H 0.73 1.85 -0.02
8 C 1.95 -1.24 -0.60
9 C 0.88 -1.99 -0.53
10 H 1.95 -0.20 -0.51
11 H 2.90 -1.73 -0.42
12 H -0.13 -1.88 -0.16
13 H 0.98 -3.11 -0.80

=====

Molecular formula: C4H8O
Method: DFT, the ωB97M-V functional and the def2-TZVPD basis

energy relative to the best compared isomer or geometry (same formula, charge and spin)	7.4809	eV
molecular weight	72.11	g mol⁻¹
calculated total energy	-232.170717	Ha
maximum force	9.832	eV/Å
LUMO energy	-1.05	eV

Positions of all 13 atoms, in Å:
1 C -1.36 0.69 0.26
2 C -0.75 -0.68 -0.11
3 C 0.80 -0.73 0.15
4 C 1.63 0.55 -0.14
5 H -1.23 0.93 1.33
6 H -2.41 0.65 -0.16
7 H -0.77 1.49 -0.22
8 H -1.37 -1.40 0.31
9 H -0.88 -0.80 -1.28
10 H 1.39 -1.40 -0.64
11 H 0.90 -1.11 1.22
12 H 0.83 1.68 -0.90
13 O 3.23 0.14 0.17

=====

Molecular formula: C4H8O
Method: DFT, the ωB97M-V functional and the def2-TZVPD basis

energy relative to the best compared isomer or geometry (same formula, charge and spin)	2.7615	eV
molecular weight	72.11	g mol⁻¹
calculated total energy	-232.344150	Ha
maximum force	6.890	eV/Å
LUMO energy	0.61	eV

Positions of all 13 atoms, in Å:
1 C 1.15 1.06 -0.32
2 C 0.22 0.04 0.25
3 C -1.25 -0.10 -0.22
4 C -0.22 -1.25 -0.41
5 H 0.94 1.07 -1.43
6 H 2.17 0.78 -0.11
7 H 1.03 1.93 0.29
8 H -0.56 0.29 2.23
9 H -2.04 -0.31 0.47
10 H -1.47 0.39 -1.12
11 H -0.11 -1.65 -1.50
12 H -0.23 -2.06 0.28
13 O 0.37 -0.19 1.58

=====

Molecular formula: C4H8O
Method: DFT, the ωB97M-V functional and the def2-TZVPD basis

energy relative to the best compared isomer or geometry (same formula, charge and spin)	4.5559	eV
molecular weight	72.11	g mol⁻¹
calculated total energy	-232.278207	Ha
maximum force	0.332	eV/Å
LUMO energy	1.08	eV

Positions of all 13 atoms, in Å:
1 C 1.33 0.35 1.09
2 C 0.65 0.63 -0.24
3 C -1.42 -0.70 0.42
4 C -1.48 -0.42 -1.04
5 O -0.09 -0.55 -0.61
6 H 2.12 1.08 1.28
7 H 0.59 0.39 1.90
8 H 1.77 -0.65 1.09
9 H 1.38 0.80 -1.04
10 H -0.04 1.47 -0.16
11 H -1.39 -1.79 0.51
12 H -1.70 -1.19 -1.80
13 H -1.73 0.58 -1.39

=====

Molecular formula: C4H8O
Method: DFT, the ωB97M-V functional and the def2-TZVPD basis

energy relative to the best compared isomer or geometry (same formula, charge and spin)	2.0001	eV
spin multiplicity	2
molecular weight	72.11	g mol⁻¹
calculated total energy	-232.035516	Ha
maximum force	1.553	eV/Å
LUMO energy (spin up / spin down)	-5.04 / -9.30	eV
total charge	+1

Positions of all 13 atoms, in Å:
1 O 1.14 -0.27 2.21
2 C 0.78 -1.32 1.80
3 H 0.80 -1.53 0.70
4 H 0.40 -2.14 2.42
5 C -0.77 1.54 -0.32
6 C 0.17 0.44 -0.64
7 C -0.13 -0.61 -1.49
8 H -0.34 2.49 -0.67
9 H -1.73 1.41 -0.82
10 H -0.94 1.54 0.76
11 H 1.16 0.55 -0.21
12 H 0.57 -1.37 -1.80
13 H -1.12 -0.74 -1.92

=====

Molecular formula: C4H8O2
Method: DFT, the ωB97M-V functional and the def2-TZVPD basis

energy relative to the best compared isomer or geometry (same formula, charge and spin)	0.9815	eV
molecular weight	88.11	g mol⁻¹
calculated total energy	-307.511895	Ha
maximum force	1.708	eV/Å
LUMO energy	7.58	eV
total charge	-2

Positions of all 14 atoms, in Å:
1 O -2.93 -0.65 -0.92
2 C -1.99 -0.01 -0.15
3 C -0.55 -0.31 -0.52
4 C 0.57 0.60 0.02
5 C 1.84 -0.17 0.62
6 O 2.99 0.17 -0.05
7 H -2.09 1.12 -0.25
8 H -2.23 -0.28 0.91
9 H -0.48 -0.24 -1.61
10 H -0.21 -1.34 -0.22
11 H 1.13 1.08 -0.79
12 H 0.07 1.27 0.79
13 H 1.82 -1.26 0.41
14 H 2.07 0.01 1.75